# 1
Computed, not measured: a cluster of 2 separate species, C3H6ClNO in total, with ωB97M-V with the def2-TZVPD basis set.

```
12
Properties=species:S:1:pos:R:3:forces:R:3:mulliken_charge:R:1
O -1.0643 -0.2208 -2.6603 -0.635 0.153 -1.898 -0.362
N -0.7759 1.1301 -2.3521 -0.245 0.211 -0.523 -0.287
C 0.3884 1.2358 -1.8789 0.811 -4.487 0.332 0.101
Cl 0.9757 2.6378 -1.2210 0.418 1.249 0.334 -0.111
H -1.5642 -0.1986 -3.5513 1.040 0.260 2.230 0.343
H 1.0439 0.2264 -1.7314 -1.393 2.606 -0.435 0.311
C 0.2182 -0.8423 1.1276 -0.003 0.883 -0.530 -0.546
C 0.1124 0.1824 1.9441 -2.012 1.078 2.357 -0.461
H 1.2289 -1.1637 0.9674 0.061 -1.142 -0.120 0.277
H -0.6469 -1.1302 0.5298 0.592 -0.098 -0.216 0.266
H -0.8553 0.7384 2.1068 0.857 -0.797 -0.458 0.216
H 0.7768 0.4099 2.7914 0.511 0.084 -1.072 0.255
```
Positions in Å, forces in eV/Å.

The calculation puts the energy relative to the best compared isomer or geometry (same formula, charge and spin) at 394.88 kJ/mol. As for the SMILES: O/N=C/Cl.C=C. The value obtained for the maximum force is 0.0889 Eh/bohr. The value obtained for the frontier orbital gap is 10.908 eV. The calculation puts the LUMO energy at 0.9 eV. Its net charge is 0.

***

# 2
Computed, not measured: a structure of composition C28H52BF3N10O2Se2Si2Ta, with ωB97M-V with the def2-TZVPD basis set.

```
101
Properties=species:S:1:pos:R:3:forces:R:3:mulliken_charge:R:1
Ta -0.3727 -0.0077 0.4720 -0.049 0.029 0.021 0.517
C -4.5008 2.1156 -1.3385 0.021 0.025 -0.033 -0.932
N -3.7592 1.3170 -2.3159 -0.017 -0.001 -0.010 0.234
C -4.1049 1.4582 -3.7250 0.002 -0.004 -0.001 -1.090
C -2.6060 0.7199 -1.9375 -0.116 0.005 0.013 -0.077
N -2.1963 0.6218 -0.7220 0.030 -0.026 -0.029 0.746
N -1.8486 0.1776 -2.9642 0.113 0.078 -0.017 0.034
C -0.5108 -0.0718 -2.8425 0.047 -0.064 -0.036 0.263
N 0.1531 -0.2919 -4.0046 0.019 0.114 0.132 -0.403
N 0.0894 -0.1450 -1.6966 -0.194 -0.089 -0.114 0.720
H -5.4578 2.3856 -1.7747 -0.007 -0.017 0.005 0.425
H -3.9622 3.0268 -1.0726 0.004 -0.001 0.004 0.375
H -4.6986 1.5522 -0.4303 0.012 -0.011 0.014 0.153
H -5.0497 1.9861 -3.7951 -0.006 -0.009 0.000 0.266
H -4.2510 0.4858 -4.2024 0.004 0.002 -0.001 0.385
H -3.3623 2.0377 -4.2810 -0.002 0.014 0.006 0.378
H -2.8180 1.0653 -0.0509 -0.012 -0.014 0.010 -0.639
H -2.2309 0.1756 -3.8932 -0.003 -0.010 -0.001 0.261
H -0.2007 0.1274 -4.8500 0.011 -0.055 0.018 0.248
H 1.1666 -0.2922 -3.8942 -0.032 -0.001 -0.055 0.323
H 1.0824 -0.2907 -1.8626 0.081 0.009 0.001 -0.447
O -4.0348 3.5972 1.6275 0.010 0.011 -0.016 -0.350
C -3.0663 4.4262 2.2616 0.019 -0.034 -0.025 -1.557
C -1.6554 3.8288 2.1383 -0.121 0.023 0.029 2.322
C -0.7467 4.9044 2.7450 0.022 0.046 0.066 -1.650
O 0.5937 4.4528 2.7933 0.019 -0.014 -0.065 -0.463
C -1.4994 2.5494 2.9631 -0.053 -0.034 0.069 -1.698
Se -2.2201 0.8857 2.2119 0.129 0.004 0.041 -0.428
C -1.3612 3.6113 0.6554 -0.027 -0.049 -0.043 -0.439
Se 0.1807 2.4905 0.2325 0.015 0.141 0.033 -0.141
H -4.9074 3.8919 1.9036 0.005 -0.006 0.014 0.285
H -3.3027 4.5442 3.3239 -0.002 -0.009 0.004 0.549
H -3.0723 5.4228 1.8014 0.008 0.001 0.003 0.423
H -1.1079 5.1366 3.7562 0.016 0.009 -0.008 0.393
H -0.8285 5.8163 2.1422 -0.001 -0.002 -0.006 0.528
H 1.1697 5.2017 2.9686 -0.001 0.001 0.032 0.336
H -1.9999 2.6778 3.9251 0.005 -0.014 0.003 0.699
H -0.4428 2.3784 3.1622 -0.029 -0.003 -0.038 0.647
H -1.1878 4.5654 0.1564 0.023 0.010 0.010 0.650
H -2.2219 3.1392 0.1921 -0.013 0.017 -0.027 -0.662
B 3.0243 0.3898 1.1538 0.001 -0.009 0.041 0.410
N 2.7654 -0.9669 0.4467 -0.001 0.016 0.023 0.049
C 3.6013 -1.9130 0.0356 -0.012 -0.030 0.003 -0.407
C 2.8749 -2.8818 -0.6497 0.026 0.019 -0.009 -1.878
C 1.5714 -2.4245 -0.6070 0.016 0.007 0.047 -0.046
N 1.5085 -1.2621 0.0738 -0.004 -0.274 -0.027 1.040
N 2.1496 0.3353 2.4240 0.010 -0.031 0.032 -0.289
C 2.5728 0.3900 3.6851 0.004 0.033 -0.030 -0.423
C 1.4978 0.1837 4.5318 -0.040 -0.031 0.024 -1.601
C 0.4213 0.0016 3.6828 0.035 0.036 -0.018 -0.387
N 0.8115 0.0964 2.3980 0.053 0.065 -0.015 0.710
H 4.1792 0.4705 1.4656 0.014 0.008 -0.019 -0.152
H 2.6518 1.2588 0.4092 -0.025 0.028 0.024 -0.148
H 4.6538 -1.8353 0.2527 0.003 0.002 -0.004 0.639
H 3.2418 -3.7900 -1.0945 -0.004 0.004 -0.009 0.539
H 0.6857 -2.8815 -1.0176 -0.015 0.012 0.013 0.431
H 3.6133 0.5757 3.8915 0.002 -0.004 0.005 0.532
H 1.4938 0.1694 5.6069 0.003 -0.002 -0.001 0.533
H -0.6109 -0.1803 3.9185 0.008 -0.011 0.004 0.640
F 7.7522 0.1466 -3.9613 -0.002 -0.003 -0.006 -0.255
C 7.2260 0.2161 -2.7305 -0.001 0.000 0.005 0.720
F 7.6381 1.3563 -2.1704 -0.005 0.008 0.006 -0.276
F 7.7389 -0.8010 -2.0178 0.006 0.005 0.004 -0.246
C 5.7207 0.1157 -2.7804 0.071 0.026 0.030 0.391
C 5.1472 -0.9875 -3.3923 -0.054 -0.113 -0.048 -0.830
C 3.7700 -1.0845 -3.4001 -0.052 0.080 0.113 -0.462
N 2.9697 -0.1594 -2.8567 0.108 0.055 -0.129 -0.364
C 3.5391 0.9038 -2.2867 -0.114 -0.049 0.019 -0.761
C 4.9132 1.0820 -2.2154 -0.026 0.020 0.011 -0.405
H 5.7581 -1.7561 -3.8457 -0.006 -0.003 -0.001 0.441
H 3.2748 -1.9388 -3.8457 0.040 -0.027 -0.034 0.472
H 2.8694 1.6339 -1.8451 0.008 0.003 -0.042 0.602
H 5.3305 1.9517 -1.7297 -0.010 -0.003 0.013 0.543
C -1.5910 -2.7572 3.8233 -0.002 0.017 0.003 -1.311
Si -0.7365 -3.0360 2.1731 -0.027 0.025 0.031 0.963
C 1.1025 -3.0957 2.5481 0.013 -0.008 -0.012 -0.963
C -1.0098 -4.7646 1.4735 -0.001 -0.016 -0.007 -1.348
C -1.4663 -1.8012 0.8662 0.031 0.050 -0.057 0.789
Si -3.2858 -2.3403 0.5652 0.010 -0.021 -0.010 0.210
C -4.5950 -1.0317 0.2485 0.010 0.006 -0.015 -0.990
C -4.0857 -3.3110 1.9567 -0.002 -0.041 0.022 -1.307
C -3.2022 -3.3652 -1.0112 -0.003 0.034 0.008 -1.209
H -0.8397 -2.5599 4.5904 0.005 0.008 -0.006 0.475
H -2.1489 -3.6413 4.1346 -0.011 0.010 0.005 0.536
H -2.2805 -1.9121 3.8009 -0.006 -0.007 0.005 0.262
H 1.1765 -3.8345 3.3540 0.007 -0.016 -0.011 0.610
H 1.5518 -2.1799 2.9207 0.006 0.016 -0.002 0.170
H 1.6981 -3.4716 1.7172 0.006 -0.010 0.021 0.242
H -0.6705 -5.4917 2.2165 0.005 -0.002 -0.001 0.390
H -0.3796 -4.8999 0.5889 -0.001 -0.008 0.002 0.297
H -2.0305 -5.0232 1.1996 0.035 0.009 -0.001 0.355
H -1.0193 -2.1525 -0.1020 -0.014 0.016 0.013 -1.362
H -4.5616 -0.2049 0.9585 0.016 0.004 -0.001 0.179
H -5.5557 -1.5364 0.3841 -0.006 -0.001 -0.020 0.642
H -4.5737 -0.6488 -0.7714 -0.007 0.016 -0.001 0.224
H -4.3516 -2.6407 2.7768 0.007 -0.006 0.003 0.334
H -3.5309 -4.1493 2.3691 -0.025 0.034 -0.005 0.352
H -5.0220 -3.7032 1.5487 -0.003 -0.006 0.006 0.488
H -2.8514 -2.7377 -1.8384 -0.012 -0.002 0.002 0.223
H -4.1889 -3.7474 -1.2825 -0.002 0.002 -0.005 0.474
H -2.5229 -4.2147 -0.9305 0.003 -0.010 0.005 0.331
```
Positions in Å, forces in eV/Å.

The calculation puts the energy relative to the best compared isomer or geometry (same formula, charge and spin) at 0.00 kJ/mol. The value obtained for the maximum force is 0.0054 Eh/bohr. The value obtained for the frontier orbital gap is 6.826 eV. The calculation puts the LUMO energy at -3.0 eV. Its net charge is +1.

***

# 3
Computed, not measured: a structure of composition C4H13N3O, with ωB97M-V with the def2-TZVPD basis set.

```
21
Properties=species:S:1:pos:R:3:forces:R:3:mulliken_charge:R:1
C -0.3682 1.2723 -1.1154 -1.705 -0.790 2.312 -0.403
C -1.7946 0.8988 0.1960 -0.092 0.965 -2.895 -1.286
C 0.4103 2.4523 -0.6484 0.254 0.169 -0.176 -0.867
H -1.0169 1.4453 -1.9696 -0.056 0.004 0.086 0.386
H 0.1718 0.3255 -1.1747 -0.021 0.214 0.038 0.394
H 1.1874 2.6659 -1.3936 -0.034 0.008 0.113 0.324
H -2.3553 1.7688 -0.1467 -0.020 0.147 -0.213 0.495
H -2.0191 0.9868 1.2634 0.870 -0.270 0.172 0.410
H -2.3011 0.0518 -0.2620 -0.033 -0.189 0.330 0.281
H 0.9047 2.2405 0.2983 0.016 -0.002 -0.013 0.245
H -0.2081 3.3452 -0.5556 -0.002 -0.007 0.050 0.322
C 0.8994 -1.4413 0.8168 -0.602 -1.329 -1.849 0.584
N 1.3027 -2.7320 -1.0516 0.405 -0.391 -0.056 -0.716
N 0.4814 -0.3045 1.4201 -2.529 1.999 -0.734 -0.591
O 1.0840 -2.5942 1.5628 0.249 0.507 -0.120 -0.539
N 0.9568 -1.5110 -0.4722 -0.048 0.240 1.213 -0.150
H 1.0722 -2.3719 2.4991 0.004 -0.039 -0.031 0.292
H 1.0695 -3.5404 -0.4790 -0.109 0.149 -0.085 0.220
H 0.8539 -2.7874 -1.9573 0.005 -0.032 0.217 0.213
H 0.2614 -0.4225 2.4026 -0.006 0.005 -0.138 0.177
H -0.5924 0.2521 0.7672 3.455 -1.356 1.778 0.209
```
Positions in Å, forces in eV/Å.

The calculation puts the energy relative to the best compared isomer or geometry (same formula, charge and spin) at 516.51 kJ/mol. The value obtained for the maximum force is 0.0800 Eh/bohr. The value obtained for the frontier orbital gap is 7.821 eV. The calculation puts the LUMO energy at 0.8 eV. Its net charge is 0.